# 1
The following is a DFT calculation (wB97M-V/def2-TZVPD) of C5H9N3 in the gas phase in a non-equilibrium geometry.

molar mass: 111.1 g/mol

The geometry in ORCA input format:
```
! wB97M-V def2-TZVPD RIJCOSX def2/J DEFGRID3
* xyz 0 1
C -0.94 1.29 1.56
C 0.85 -1.26 -0.34
C 0.24 0.19 -0.71
N 0.09 -1.91 0.59
C 0.12 1.51 0.51
C -0.39 0.23 -1.90
N 1.19 0.80 0.15
N 1.85 -1.79 -0.91
H -0.90 -1.74 0.59
H 0.40 -2.85 0.79
H 2.40 -1.14 -1.45
H 0.29 2.57 0.30
H -0.39 -0.62 -2.56
H -1.13 0.99 -2.10
H -0.59 1.62 2.54
H -1.84 1.87 1.33
H -1.23 0.25 1.61
*
```

***

# 2
The following is a DFT calculation (wB97M-V/def2-TZVPD) of a molecular structure, C27H29N6O4PRuS.

molar mass: 665.7 g/mol

The geometry in ORCA input format:
```
! wB97M-V def2-TZVPD RIJCOSX def2/J DEFGRID3
* xyz 1 2
Ru -0.04 -1.68 0.35
C -3.21 -3.35 2.69
C -1.89 -2.85 2.19
N -1.79 -2.29 0.97
O -2.94 -2.23 0.29
C -0.69 -2.90 2.89
C -0.44 -3.46 4.24
N 0.38 -2.38 2.16
O 1.50 -2.48 2.64
H -3.68 -3.96 1.93
H -3.88 -2.51 2.89
H -3.09 -3.93 3.60
H -2.68 -1.99 -0.68
H -1.36 -3.49 4.83
H 0.31 -2.85 4.75
H -0.04 -4.47 4.17
N 2.57 4.10 -3.98
C 2.37 2.81 -3.54
C 2.70 2.45 -2.23
C 2.42 1.18 -1.77
C 1.81 0.25 -2.61
C 1.52 0.58 -3.93
C 1.78 1.85 -4.38
S 1.45 -1.35 -2.00
O 1.99 -2.35 -2.85
O 1.88 -1.36 -0.56
N -0.15 -1.49 -1.72
C -1.10 -1.68 -2.68
N -0.77 -1.62 -3.97
C -1.74 -1.82 -4.85
C -3.05 -2.06 -4.48
C -3.31 -2.06 -3.12
N -2.35 -1.88 -2.22
H 3.22 4.67 -3.47
H 2.58 4.25 -4.98
H 3.17 3.17 -1.58
H 2.69 0.90 -0.76
H 1.09 -0.16 -4.58
H 1.55 2.12 -5.41
H -1.45 -1.79 -5.89
H -3.83 -2.23 -5.20
H -4.31 -2.22 -2.73
C -1.98 0.58 2.05
P -0.33 0.31 1.34
C 0.83 0.54 2.72
C 0.37 0.68 4.03
C 1.27 0.73 5.08
C 2.63 0.62 4.84
C 3.09 0.46 3.54
C 2.19 0.42 2.48
C -0.13 1.73 0.24
C 0.49 2.90 0.70
C 0.56 4.01 -0.13
C 0.00 3.97 -1.40
C -0.63 2.82 -1.85
C -0.69 1.70 -1.03
H -2.01 1.57 2.52
H -2.25 -0.18 2.78
H -2.71 0.55 1.23
H -0.69 0.78 4.24
H 0.91 0.85 6.09
H 3.33 0.64 5.66
H 4.15 0.36 3.34
H 2.55 0.27 1.48
H 0.93 2.94 1.69
H 1.04 4.91 0.23
H 0.07 4.84 -2.04
H -1.05 2.79 -2.84
H -1.17 0.80 -1.39
*
```

***

# 3
The following is a DFT calculation (wB97M-V/def2-TZVPD) of C25H31N3O4 in the gas phase.

SMILES: COC(=O)c1cccc(C(=O)N2CCC[C@H](CCC(=O)N(C)CCc3ccccn3)C2)c1
molar mass: 437.5 g/mol

The geometry in ORCA input format:
```
! wB97M-V def2-TZVPD RIJCOSX def2/J DEFGRID3
* xyz 0 1
C -0.56 5.77 4.05
O -0.18 4.66 3.26
C 0.90 4.84 2.47
O 1.51 5.88 2.45
C 1.23 3.65 1.67
C 2.33 3.71 0.82
C 2.67 2.61 0.04
C 1.92 1.45 0.11
C 0.83 1.38 0.97
C -0.01 0.14 0.97
O -0.80 -0.08 0.06
N 0.14 -0.70 2.01
C 1.01 -0.50 3.15
C 2.02 -1.65 3.27
C 1.31 -3.00 3.24
C 0.41 -3.13 2.00
C 1.25 -3.19 0.73
C 0.47 -3.23 -0.59
C 0.91 -2.11 -1.51
O 1.89 -1.42 -1.27
N 0.20 -1.95 -2.65
C -1.00 -2.70 -2.94
C 0.53 -0.84 -3.52
C -0.27 0.42 -3.18
C -1.72 0.28 -3.57
C -2.73 0.33 -2.61
C -4.04 0.20 -3.02
C -4.30 0.02 -4.37
C -3.23 -0.03 -5.25
N -1.97 0.10 -4.86
C -0.57 -1.95 2.03
C 0.47 2.48 1.74
H 0.24 6.04 4.74
H -1.45 5.46 4.60
H -0.78 6.63 3.42
H 2.90 4.62 0.78
H 3.52 2.66 -0.62
H 2.17 0.59 -0.49
H 1.53 0.45 3.05
H 0.39 -0.47 4.05
H 2.73 -1.58 2.45
H 2.57 -1.53 4.20
H 2.05 -3.80 3.24
H 0.70 -3.11 4.14
H -0.18 -4.06 2.09
H 1.91 -4.06 0.80
H 1.89 -2.31 0.68
H 0.63 -4.18 -1.11
H -0.60 -3.14 -0.41
H -1.31 -2.47 -3.96
H -1.82 -2.42 -2.27
H -0.82 -3.77 -2.86
H 0.35 -1.13 -4.56
H 1.60 -0.63 -3.38
H 0.16 1.26 -3.73
H -0.20 0.61 -2.11
H -2.47 0.46 -1.57
H -4.85 0.23 -2.31
H -5.31 -0.09 -4.74
H -3.38 -0.17 -6.31
H -1.24 -1.96 1.17
H -1.18 -2.01 2.94
H -0.39 2.44 2.39
*
```

***

# 4
The following is a DFT calculation (wB97M-V/def2-TZVPD) of C6H12S3 in the gas phase in a non-equilibrium geometry.

SMILES: C1CSCCSCCS1
molar mass: 180.4 g/mol

The geometry in ORCA input format:
```
! wB97M-V def2-TZVPD RIJCOSX def2/J DEFGRID3
* xyz 0 1
C -2.34 0.01 -0.42
C -1.37 0.98 -1.04
S -0.55 2.28 -0.05
C 0.61 1.55 1.04
C 1.94 1.14 0.46
S 2.08 -0.28 -0.65
C 1.23 -1.74 0.13
C -0.20 -1.97 -0.25
S -1.50 -1.19 0.73
H -2.87 -0.49 -1.20
H -3.07 0.51 0.31
H -0.52 0.51 -1.70
H -1.97 1.57 -1.78
H 0.80 2.38 1.75
H 0.13 0.76 1.72
H 2.35 2.07 -0.08
H 2.66 0.93 1.31
H 1.46 -1.69 1.28
H 1.86 -2.61 -0.22
H -0.30 -1.72 -1.32
H -0.43 -3.00 -0.04
*
```

***

# 5
The following is a DFT calculation (wB97M-V/def2-TZVPD) of a gas-phase ion, C4H13N2 (charge +1) in a non-equilibrium geometry.

SMILES: C[C@H]([NH3+])CCN
molar mass: 89.2 g/mol

The geometry in ORCA input format:
```
! wB97M-V def2-TZVPD RIJCOSX def2/J DEFGRID3
* xyz 1 1
C 1.30 -0.90 -1.36
C 0.26 -1.05 -0.23
N -1.10 -0.66 -0.79
C 0.63 -0.18 0.97
C 0.28 1.28 0.82
N -1.18 1.42 0.68
H 2.09 -1.66 -1.25
H 0.87 -1.13 -2.34
H 1.82 0.06 -1.41
H 0.24 -2.10 0.00
H -1.07 -0.72 -1.81
H -1.86 -1.27 -0.47
H -1.33 0.32 -0.47
H 0.27 -0.60 1.90
H 1.71 -0.27 1.06
H 0.72 1.63 -0.10
H 0.67 1.90 1.62
H -1.53 2.36 0.78
H -1.65 0.83 1.35
*
```

***

# 6
The following is a DFT calculation (wB97M-V/def2-TZVPD) of C6H6O3S in the gas phase in a non-equilibrium geometry.

SMILES: O=C1OCC[C@]1(O)C#CS
molar mass: 158.2 g/mol

The geometry in ORCA input format:
```
! wB97M-V def2-TZVPD RIJCOSX def2/J DEFGRID3
* xyz 0 1
O -0.09 -2.28 -0.98
C -0.54 -1.23 -0.69
O -1.24 -0.42 -1.49
C -1.56 0.81 -0.82
C -1.31 0.70 0.68
C -0.44 -0.53 0.65
O -0.26 -1.33 1.76
C 1.19 0.16 0.30
C 2.31 0.51 0.08
S 3.91 0.90 -0.01
H -2.52 1.12 -1.14
H -0.92 1.61 -1.49
H -0.88 1.54 1.03
H -2.22 0.42 1.38
H 0.40 -2.01 1.71
H 4.18 0.02 -0.96
*
```

***

What did we get for ΔE to the lowest compared entry with this formula, charge and spin? Answer: 578.1; 0.0; 111.2; 0.0; 54.5; 314.3 kJ/mol, in the order shown.
What did we get for total energy? Answer: -9795.4749; -68299.6366; -39090.4245; -38921.5297; -7332.9221; -23293.0810 eV, in the order shown.